Record 1
Below is a molecular structure, C16H32F6N2O4S in a non-equilibrium geometry, with properties calculated with the ωB97M-V functional and the def2-TZVPD basis.

Each line ends with the Mulliken charge.
Geometry (Å):
O -3.19358 1.67845 6.11445  -0.552
S -3.51907 1.81854 4.65859  1.140
O -4.66664 0.98725 4.21732  -0.539
O -4.00089 3.37381 4.18464  -0.302
C -2.69500 4.02568 4.09677  0.226
F -2.57559 4.56304 5.42122  -0.306
C -1.58461 2.92041 3.66381  -0.086
C -1.58268 2.91598 2.06220  0.577
F -2.82153 3.24866 1.50613  -0.278
F -1.28835 1.59075 1.65568  -0.285
C -0.47538 3.83201 1.38298  0.614
F 0.78643 3.31807 1.61694  -0.204
F -0.71874 3.79852 -0.00485  -0.243
F -0.64375 5.15720 1.77172  -0.256
O -2.01443 1.54203 3.95682  -0.268
H -2.62901 4.91600 3.38315  0.375
H -0.61761 3.10838 4.21963  0.380
C -3.63594 -1.00527 1.04013  -1.068
C -3.28512 -2.26089 0.25249  -0.308
N -3.18183 -2.04008 -1.18440  0.148
C -3.13478 -3.27658 -1.95970  -0.698
C -1.93073 -4.19604 -1.75641  -0.933
C -2.24927 -1.00167 -1.60976  -1.309
C -0.78655 -1.14141 -1.18600  -0.346
H -4.54971 -0.54205 0.66089  0.314
H -3.80019 -1.26165 2.08975  0.459
H -2.83175 -0.26686 1.01009  -0.105
H -4.08466 -2.98705 0.43741  0.495
H -2.36674 -2.69702 0.66547  0.239
H -3.22202 -3.03885 -3.02483  0.350
H -4.03948 -3.85149 -1.72803  0.413
H -1.03634 -3.80178 -2.23951  0.197
H -2.13366 -5.16895 -2.21444  0.395
H -1.71429 -4.37385 -0.70181  0.272
H -2.61805 -0.03952 -1.23916  0.417
H -2.29170 -0.90070 -2.69965  0.380
H -0.67833 -1.41690 -0.13429  0.286
H -0.27353 -0.18427 -1.32361  0.366
H -0.25506 -1.87399 -1.79382  0.038
C 2.86376 0.89431 0.30199  -1.524
C 3.20115 -0.35898 -0.49538  -0.457
N 3.29042 -0.13205 -1.93198  0.180
C 3.32332 -1.36572 -2.71284  -0.280
C 4.52490 -2.29172 -2.52622  -1.083
C 4.22272 0.90347 -2.36304  -0.691
C 5.68866 0.75493 -1.95586  -0.970
H 1.94821 1.36279 -0.06680  0.273
H 2.70829 0.63322 1.35197  0.475
H 3.67081 1.63037 0.26814  0.346
H 2.39985 -1.08233 -0.30597  0.498
H 4.12139 -0.80133 -0.09370  0.299
H 3.22581 -1.12317 -3.77594  0.431
H 2.41824 -1.93729 -2.47378  -0.074
H 5.41592 -1.89987 -3.01722  0.235
H 4.31233 -3.26165 -2.98600  0.464
H 4.75177 -2.47498 -1.47477  0.256
H 3.86247 1.86571 -1.98456  0.363
H 4.16891 1.00921 -3.45190  0.376
H 5.80708 0.47457 -0.90688  0.251
H 6.20433 1.71003 -2.09500  0.372
H 6.20984 0.02255 -2.57229  0.266



Record 2
Below is a molecular structure, C16H32KN9O4P2S2 in a non-equilibrium geometry, with properties calculated with the ωB97M-V functional and the def2-TZVPD basis.

Each line ends with the Mulliken charge.
Geometry (Å):
K -0.31581 1.21247 0.77986  0.847
N -1.62844 5.93819 1.20406  0.190
C -1.92061 4.65559 0.98889  -0.162
N -0.81086 3.93458 1.08589  0.157
C 0.12698 4.86538 1.36662  0.116
N -0.30378 6.10504 1.44876  -0.723
C 1.56417 4.50705 1.53577  0.302
C 2.53937 5.49257 1.67136  -0.282
N 3.82550 5.19152 1.78955  -0.622
C 4.12905 3.89539 1.76290  -0.395
C 3.16246 2.91350 1.62689  -0.171
N 1.87161 3.21622 1.52204  -0.080
H -2.25350 6.72580 1.19917  0.202
H -2.90327 4.26422 0.75572  0.206
H 2.24682 6.53446 1.67951  0.468
H 5.17401 3.62165 1.84846  0.379
H 3.42437 1.86264 1.59517  0.361
C -0.66400 -4.28914 -1.73741  -1.070
N -1.31402 -3.10859 -1.19171  0.479
C -2.77219 -3.09413 -1.34824  -1.026
P -0.63566 -1.64668 -0.96607  0.188
O -1.13602 -0.88768 0.19625  -0.986
O 0.93363 -2.05000 -0.72547  -0.225
P 1.86199 -1.35342 0.40265  0.544
O 1.81598 0.13692 0.36809  -0.717
N 3.37218 -1.88407 0.09856  0.216
C 3.63005 -3.31609 0.10753  -0.921
C 4.27687 -1.12157 -0.75412  -0.980
N 1.31192 -1.99793 1.78962  0.768
C 1.77992 -1.41524 3.04165  -0.956
C 0.56252 -3.23235 1.95417  -0.929
N -0.68731 -0.77976 -2.34504  0.440
C -0.16179 -1.38836 -3.56185  -0.868
C -0.53024 0.67998 -2.31865  -0.199
H -0.93713 -5.16822 -1.14828  0.328
H 0.41782 -4.18584 -1.71122  0.241
H -0.97584 -4.46959 -2.77106  0.418
H -3.19315 -3.94988 -0.81834  0.342
H -3.04545 -3.15231 -2.40553  0.278
H -3.20290 -2.18779 -0.92465  0.348
H 2.95975 -3.83337 0.79143  0.198
H 4.64978 -3.51155 0.44385  0.350
H 3.50216 -3.74840 -0.89084  0.302
H 3.97724 -0.07833 -0.77627  0.261
H 4.27431 -1.51393 -1.77657  0.312
H 5.29157 -1.19165 -0.35905  0.328
H 2.26465 -0.45695 2.86767  0.195
H 2.49027 -2.07710 3.54620  0.279
H 0.92791 -1.24640 3.70418  0.328
H 0.22611 -3.62087 0.99715  0.125
H -0.32379 -3.04371 2.56284  0.340
H 1.17708 -3.99032 2.45096  0.377
H -0.40386 -2.44663 -3.60973  0.202
H 0.92639 -1.27742 -3.63166  0.275
H -0.61761 -0.91036 -4.42934  0.350
H -1.07233 1.09911 -1.47537  -0.544
H -0.99632 1.09881 -3.20956  0.450
H 0.52777 0.96059 -2.30137  0.213
C -6.91475 0.40090 -0.37608  -0.795
O -5.49886 0.58108 -0.40592  -0.261
C -4.98133 1.79917 -0.14114  0.084
S -5.97774 3.10705 0.20771  -0.415
S -3.26784 1.80512 -0.16308  -0.336
H -7.05639 -0.65386 -0.60706  0.182
H -7.40371 1.03108 -1.11712  0.340
H -7.31569 0.64342 0.60667  0.355



Record 3
Below is a molecular structure, C16H32LiN2O10 in a non-equilibrium geometry, with properties calculated with the ωB97M-V functional and the def2-TZVPD basis.

The calculation puts the energy relative to the best compared isomer or geometry (same formula, charge and spin) at 45.0 kcal/mol. As for the total charge: +1.

Each line ends with the Mulliken charge.
Geometry (Å):
C 57.55400 42.27800 71.30100  -1.679
C 56.07000 42.51400 71.36900  -0.366
N 55.33500 41.93600 72.55400  0.553
C 55.55500 40.45100 72.58300  -1.684
C 55.95700 42.40900 73.89500  -0.066
C 55.82700 43.84600 74.18800  -1.174
C 53.95500 42.34000 72.56000  -0.530
C 53.13600 41.62000 71.41900  -0.596
O 51.75400 42.05200 71.67200  -0.347
C 50.86700 41.71900 70.45100  -0.604
H 57.72100 41.28800 70.92400  0.399
H 58.16900 42.81300 72.02900  0.375
H 57.93600 42.81600 70.46400  0.368
H 55.67900 42.18800 70.53700  0.900
H 55.97500 43.66400 71.60700  -0.020
H 56.37200 40.38100 72.85700  0.897
H 55.55900 40.04300 71.65900  0.568
H 54.59600 39.88800 73.21500  0.269
H 57.05800 41.97500 73.70000  0.371
H 55.55100 41.78900 74.77100  0.382
H 54.82900 44.42700 74.25300  0.266
H 56.14100 44.46700 73.32400  0.318
H 56.49200 44.21700 75.02300  0.385
H 53.86500 43.41000 72.44400  -0.060
H 53.46000 41.96100 73.46000  0.500
H 53.28600 40.50500 71.31100  0.351
H 53.50400 41.99600 70.55100  0.401
H 50.80900 40.83000 70.00400  0.424
H 51.06700 42.49800 69.70900  0.091
H 49.80100 41.91000 70.91800  0.249
Li 51.66000 46.29900 72.27900  0.915
N 53.36500 45.29500 70.49300  1.283
O 53.60200 45.61000 71.67600  -0.938
O 54.01000 44.57200 69.83100  -0.431
O 52.11300 45.47500 70.31100  -0.755
C 57.67200 45.60000 65.04100  -1.592
C 57.39600 45.20200 66.56200  0.245
C 56.34200 44.15900 66.75400  0.282
O 57.07300 43.09800 67.39600  -0.261
C 58.24100 43.28000 67.39800  0.724
O 59.09700 42.50200 67.83800  -0.676
O 58.61100 44.46800 66.94400  -0.384
H 58.48700 46.22200 64.88300  0.463
H 56.86200 46.11700 64.46600  0.343
H 58.07800 44.90000 64.41900  0.483
H 57.28600 46.00300 67.12500  0.475
H 55.76200 43.69900 65.84300  0.202
H 55.53600 44.50300 67.43200  -0.262
C 50.20100 45.77100 67.70400  -1.058
C 50.91800 45.22900 66.51600  0.480
C 52.30800 44.62500 66.77900  0.055
O 52.22200 43.47200 65.97100  -0.372
C 50.98100 43.24900 65.53300  0.672
O 50.44500 42.31000 64.91800  -0.620
O 50.21400 44.19800 65.95700  -0.353
H 49.00500 45.76600 67.45500  0.305
H 50.44900 46.72600 68.17600  0.371
H 50.34600 45.00900 68.52300  0.046
H 50.75400 46.18300 65.92600  0.118
H 52.41900 44.17900 67.78400  -0.130
H 53.09000 45.23500 66.53900  0.428



Record 4
Below is a molecular structure, C16H32LiO8P in a non-equilibrium geometry, with properties calculated with the ωB97M-V functional and the def2-TZVPD basis.

The calculation puts the energy relative to the best compared isomer or geometry (same formula, charge and spin) at 17.4 kcal/mol. As for the total charge: -2.

Each line ends with the Mulliken charge.
Geometry (Å):
Li 4.86753 20.23832 21.17526  0.569
P 6.24330 19.38002 22.88522  0.807
O 7.60597 18.69980 22.68390  -0.866
O 5.84111 19.53505 24.36418  -0.958
O 4.99969 18.62454 22.21382  -0.873
O 6.33754 20.74683 22.12570  -0.732
C 5.85808 15.60847 19.36474  -0.510
C 6.49289 16.38657 20.52316  -0.348
C 7.07641 17.63429 19.85623  0.226
O 7.01854 17.37952 18.42422  -0.415
C 6.73984 16.02003 18.19334  -0.654
H 4.86372 16.02086 19.17363  0.194
H 5.80216 14.53641 19.55608  0.389
H 7.22945 15.82877 21.10302  0.306
H 5.73380 16.71122 21.24356  0.088
H 8.13621 17.74801 20.08367  0.387
H 6.46361 18.47154 20.16135  -0.299
H 7.61959 15.36431 18.07488  0.281
H 6.25855 15.93202 17.20892  0.306
C 2.35774 23.05474 23.02281  -0.774
C 1.55654 22.81436 21.75894  -0.400
C 1.76653 21.31259 21.62183  -0.502
O 3.15167 21.17234 21.87761  -0.328
C 3.59672 22.15878 22.79607  -0.179
H 1.77154 22.75748 23.90026  0.297
H 2.57404 24.11499 23.18822  0.360
H 2.03791 23.33147 20.92248  0.147
H 0.50059 23.10360 21.78185  0.370
H 1.46520 20.89177 20.66087  0.146
H 1.20246 20.76209 22.38654  0.341
H 4.37125 22.80573 22.38814  0.235
H 3.87820 21.75557 23.76658  0.195
C 3.42579 22.24058 17.89434  -0.496
C 3.25565 20.90534 17.21231  -0.669
C 3.67664 19.90734 18.32235  -0.462
O 4.47939 20.67860 19.22216  0.210
C 4.65846 22.01334 18.75013  -0.171
H 2.55039 22.45117 18.51718  0.066
H 3.53770 23.07632 17.19757  0.408
H 3.93155 20.87526 16.35069  0.319
H 2.24773 20.65788 16.87665  0.356
H 4.18803 19.03702 17.92725  0.118
H 2.74743 19.73129 18.86561  0.265
H 5.58946 22.12663 18.18784  0.117
H 4.69982 22.66627 19.62074  0.153
C 10.11311 22.06880 18.39027  -0.619
C 8.58548 22.11566 18.30064  -0.569
C 8.16424 21.01229 19.26384  0.413
O 9.08450 21.13793 20.33336  -0.270
C 10.34310 21.54878 19.83349  -0.550
H 10.52027 23.07298 18.24132  0.325
H 10.55469 21.41385 17.63720  0.264
H 8.24141 21.95685 17.27316  0.321
H 8.22461 23.09564 18.62195  0.328
H 8.19659 20.02623 18.78785  -0.120
H 7.15537 21.16397 19.65712  -0.115
H 11.04312 20.70893 19.83163  0.279
H 10.67554 22.37268 20.46789  0.293



Record 5
Below is a molecular structure, C16H32MgO2P2 in a non-equilibrium geometry, with properties calculated with the ωB97M-V functional and the def2-TZVPD basis.

The calculation puts the energy relative to the best compared isomer or geometry (same formula, charge and spin) at 81.7 kcal/mol.

Each line ends with the Mulliken charge.
Geometry (Å):
P 0.13787 -1.85952 -5.56954  1.024
P 0.12556 2.22858 -5.37490  1.641
C -0.30873 -0.43346 -6.61307  -1.123
C 0.54270 0.86298 -6.52867  -1.206
H -1.39340 -0.23086 -6.53091  0.417
H -0.17351 -0.82554 -7.63540  0.629
H 1.62199 0.64431 -6.42807  0.526
H 0.42496 1.36293 -7.50726  0.651
C -1.41942 2.88972 -6.04279  -1.621
H -1.83564 3.64028 -5.35490  0.429
H -2.16538 2.09714 -6.19486  0.333
H -1.18339 3.37091 -7.00133  0.529
C 1.37325 3.49132 -5.66990  -1.539
H 1.08714 4.04504 -6.57393  0.446
H 2.35768 3.02283 -5.80415  0.411
H 1.41572 4.18480 -4.81779  0.383
C -1.10535 -3.12574 -5.82517  -1.565
H -1.08960 -3.84331 -4.99190  0.423
H -0.88234 -3.65216 -6.76328  0.481
H -2.10293 -2.66995 -5.89061  0.373
C 1.71842 -2.51777 -6.13976  -1.376
H 2.47817 -1.72764 -6.21962  0.337
H 1.57628 -2.97950 -7.12556  0.452
H 2.07023 -3.28568 -5.43426  0.423
Mg 1.28917 0.35715 0.72609  0.536
C -0.04670 2.03001 -3.60338  0.157
C -1.42951 1.67630 -3.26151  -1.557
C -1.98649 0.48234 -3.82323  0.630
C -1.95387 -0.73911 -2.83057  -0.635
C -0.96143 -1.70759 -3.23413  -1.540
C 0.34987 -1.46418 -3.83581  0.708
C 1.35036 -0.24353 -3.61152  -1.128
C 0.92853 1.01396 -2.87695  -0.477
C 0.77186 -1.56423 0.95503  -1.179
H 0.19658 3.02890 -3.19747  0.619
H -1.89289 2.16621 -2.40816  0.104
H -1.34618 0.21340 -4.68278  -1.401
H -3.00907 0.62650 -4.22098  0.444
H -1.79053 -0.37944 -1.79667  -0.036
H -2.95110 -1.21426 -2.84837  0.520
H -1.14628 -2.75650 -2.98091  0.425
H 0.95819 -2.35169 -3.55371  0.924
H 1.84000 0.01590 -4.56822  0.417
H 2.17727 -0.67614 -3.00891  0.280
H 0.49795 0.75613 -1.89516  -0.531
H 1.84364 1.58270 -2.63875  0.709
H 1.34609 -2.00380 1.77856  0.359
H 0.92595 -2.11273 0.01909  0.232
H -0.29365 -1.51551 1.21310  0.243
O 0.51494 1.56877 2.16702  -0.652
C -0.39106 1.85347 1.30552  0.286
O -0.39062 1.32408 0.13104  -0.357
H -1.18258 2.55655 1.55663  0.419



Record 6
Below is 2 unconnected molecules or ions with the total composition C16H32N2O5, with properties calculated with the ωB97M-V functional and the def2-TZVPD basis.

The SMILES is C=CCC(=O)O[C@@](CCCCCC)(NCC)OCC.C[N+](=O)[O-].

Each line ends with the Mulliken charge.
Geometry (Å):
C 3.09643 -1.31914 0.88537  -0.956
C 2.74131 -0.30743 1.66372  -0.071
C 2.74318 1.11910 1.20874  -0.571
C 1.36242 1.72293 1.30346  0.503
O 0.82981 1.98102 2.34425  -0.569
O 0.84296 1.94737 0.08381  -0.303
C -0.58403 2.10069 -0.08064  0.471
C -1.35912 1.01287 0.63112  -0.864
C -0.92951 -0.41299 0.28598  0.689
C -1.92660 -1.41401 0.88948  -1.200
C -3.15537 -1.61032 -0.01111  -0.448
C -2.96236 -2.67179 -1.11416  -0.606
C -2.87039 -2.09490 -2.53166  -1.148
N -0.95307 3.41645 0.32340  -0.226
C -2.30057 3.69279 0.79150  -0.570
C -3.44359 3.52122 -0.22396  -0.984
O -0.80308 1.97759 -1.48509  -0.311
C 0.19942 1.42256 -2.32793  0.018
C -0.43286 1.22451 -3.69662  -1.437
H 3.03065 -2.33650 1.24403  0.359
H 3.47014 -1.15519 -0.11845  0.219
H 2.43169 -0.49468 2.68574  0.381
H 3.37285 1.72350 1.86725  0.310
H 3.13116 1.21724 0.19721  0.320
H -1.29533 1.13052 1.71309  0.360
H -2.41403 1.10584 0.37633  0.426
H 0.06831 -0.62335 0.66889  -0.238
H -0.97325 -0.54688 -0.79567  -0.237
H -1.45008 -2.38809 1.00725  0.448
H -2.25771 -1.07390 1.87295  0.499
H -4.03077 -1.86638 0.58694  0.422
H -3.40373 -0.66546 -0.50484  0.160
H -2.08450 -3.28742 -0.91329  0.359
H -3.82144 -3.34564 -1.10139  0.354
H -3.12790 -2.84588 -3.27954  0.428
H -1.86056 -1.74964 -2.75853  0.192
H -3.56687 -1.26571 -2.65793  0.304
H -0.68419 4.06225 -0.40633  0.355
H -2.29587 4.74365 1.08695  0.506
H -2.49610 3.14655 1.71347  0.218
H -3.06044 3.65585 -1.23501  0.220
H -4.19703 4.29536 -0.06746  0.408
H -3.95552 2.56374 -0.14514  0.244
H 1.04563 2.10699 -2.41782  0.342
H 0.55693 0.46191 -1.95449  0.210
H -1.39834 0.73474 -3.56947  0.248
H -0.60180 2.18758 -4.17620  0.373
H 0.21635 0.60807 -4.31546  0.390
C 6.28059 -3.30574 2.80709  -0.671
N 5.51475 -4.04493 1.76677  0.880
O 6.10360 -4.40034 0.77017  -0.530
O 4.33740 -4.23126 1.99104  -0.503
H 7.30582 -3.21076 2.47162  0.302
H 5.80420 -2.33669 2.92376  0.230
H 6.21040 -3.87782 3.72681  0.292



For each record above, in turn, the calculated HOMO energy values are -8.01; -6.18; -12.26; 1.40; -3.74; -8.91 eV.